Record 1
Here is C4H7NO2 in the gas phase from the OMol25 dataset. Energies are from wB97M-V/def2-TZVPD.

Atoms and positions in Å:
O (-1.053, -0.888, 1.452)
C (-1.043, -0.303, 0.221)
C (-0.161, 1.586, -0.084)
O (0.793, 0.876, 0.786)
C (1.539, 0.009, 0.072)
N (1.162, -0.930, -0.696)
C (-0.286, -1.052, -0.834)
H (-0.303, -1.494, 1.601)
H (-1.970, 0.184, 0.067)
H (0.512, 2.204, -0.753)
H (-0.645, 2.351, 0.542)
H (2.593, 0.209, 0.228)
H (-0.590, -0.628, -1.790)
H (-0.548, -2.122, -0.810)

As for the net charge: 0. The HOMO-LUMO gap (spin up / spin down) is 0.3271 / 0.3271 hartree.

=====

Record 2
Here is C4H7NO2 in the gas phase from the OMol25 dataset. Energies are from wB97M-V/def2-TZVPD.

Atoms and positions in Å:
C (0.708, -1.490, 1.267)
C (-0.045, -0.462, 0.878)
N (-1.353, -0.567, 0.357)
O (-1.508, 0.185, -0.853)
C (-0.239, 0.597, -1.337)
C (0.378, 1.506, -0.291)
O (0.390, 0.824, 0.970)
H (0.376, -2.514, 1.146)
H (1.673, -1.297, 1.719)
H (-1.568, -1.530, 0.116)
H (0.412, -0.272, -1.523)
H (-0.420, 1.117, -2.281)
H (-0.221, 2.416, -0.178)
H (1.411, 1.775, -0.543)

As for the net charge: 0. The HOMO-LUMO gap is 0.3475 hartree.

=====

Record 3
Here is 2 unconnected molecules or ions with the total composition C4H7NO2 from the OMol25 dataset. Energies are from wB97M-V/def2-TZVPD.

Atoms and positions in Å:
C (-0.424, 1.616, -0.498)
C (-2.782, 0.716, 1.178)
C (1.512, -1.496, -0.534)
C (0.785, -0.292, -0.112)
N (0.518, 0.691, -0.783)
O (-3.535, -0.119, 1.110)
O (0.426, -0.339, 1.219)
H (-0.096, 2.624, -0.480)
H (-1.192, 1.582, -1.241)
H (-0.977, 1.353, 0.528)
H (1.402, -1.555, -1.713)
H (0.858, -2.312, -0.211)
H (2.491, -1.536, -0.046)
H (1.014, -0.933, 1.584)

As for the net charge: 0. The HOMO-LUMO gap is 0.3522 hartree.

=====

Record 4
Here is C4H7NO2 in the gas phase from the OMol25 dataset. Energies are from wB97M-V/def2-TZVPD.

Atoms and positions in Å:
O (0.513, -2.234, -0.057)
C (0.051, -1.124, 0.080)
C (-1.335, -0.633, -0.273)
N (-1.220, 0.819, -0.389)
C (0.113, 1.282, 0.064)
C (0.876, 0.056, 0.580)
O (2.195, -0.050, 0.111)
H (-1.675, -1.115, -1.195)
H (-2.036, -0.926, 0.523)
H (-1.392, 1.114, -1.340)
H (-0.008, 2.030, 0.854)
H (0.679, 1.746, -0.752)
H (0.855, 0.039, 1.683)
H (2.385, -1.004, 0.110)

As for the net charge: 0. The HOMO-LUMO gap is 0.3645 hartree.

=====

Record 5
Here is C4H7NO2 in the gas phase from the OMol25 dataset. Energies are from wB97M-V/def2-TZVPD.

Atoms and positions in Å:
O (-1.934, -0.128, -0.052)
C (-0.884, -1.022, -0.341)
C (0.425, -0.581, 0.401)
C (1.391, 0.181, -0.499)
N (0.704, 1.479, -0.644)
C (-0.052, 1.535, 0.364)
O (0.018, 0.483, 1.284)
H (-1.739, 0.146, 0.863)
H (-0.727, -1.014, -1.424)
H (-1.179, -2.036, -0.051)
H (0.873, -1.382, 0.990)
H (1.565, -0.293, -1.468)
H (2.352, 0.352, -0.001)
H (-0.814, 2.280, 0.578)

As for the net charge: 0. The HOMO-LUMO gap is 0.3939 hartree.

=====

Record 6
Here is C4H7NO2 in the gas phase from the OMol25 dataset. Energies are from wB97M-V/def2-TZVPD.

Atoms and positions in Å:
O (-1.328, -0.490, 2.039)
N (-1.805, -0.250, 0.719)
C (-0.728, 0.178, 0.010)
C (-0.507, 0.560, -1.379)
C (0.973, 0.267, -1.360)
C (0.752, -0.409, 0.002)
O (1.617, -0.032, 1.028)
H (-2.150, -0.584, 2.542)
H (-0.511, 1.237, 0.367)
H (-1.186, 0.690, -2.225)
H (1.657, 1.125, -1.357)
H (1.316, -0.433, -2.139)
H (0.667, -1.500, -0.102)
H (1.232, -0.358, 1.855)

As for the net charge: 0. The HOMO-LUMO gap (spin up / spin down) is 0.2776 / 0.3434 hartree.

=====

Record 7
Here is C4H7NO2 in the gas phase from the OMol25 dataset. Energies are from wB97M-V/def2-TZVPD.

Atoms and positions in Å:
C (-0.236, -1.032, -1.074)
N (0.096, -0.506, 0.197)
C (0.608, -1.256, 1.258)
O (1.095, -0.789, 2.291)
C (0.419, 0.994, 0.291)
C (-0.917, 1.723, -0.129)
O (-1.715, 1.531, -1.091)
H (-0.749, -0.409, -1.790)
H (0.786, -1.278, -1.556)
H (-0.937, -1.962, -1.008)
H (0.673, -2.417, 1.085)
H (1.337, 1.354, -0.358)
H (0.622, 1.448, 1.346)
H (-1.082, 2.600, 0.538)

As for the net charge: 0. The HOMO-LUMO gap is 0.3623 hartree.

=====

Record 8
Here is 2 unconnected molecules or ions with the total composition C4H7NO2S from the OMol25 dataset. Energies are from wB97M-V/def2-TZVPD.

Atoms and positions in Å:
O (1.332, 2.231, 1.268)
C (1.108, 0.981, 1.591)
N (0.893, -0.040, 0.769)
C (-0.187, 0.048, -0.160)
C (0.581, -0.022, -1.606)
S (-0.571, 0.323, -2.926)
C (-1.230, -1.164, -0.134)
O (-2.252, -1.096, 0.702)
H (1.327, 0.624, 2.684)
H (-0.540, 0.844, 2.251)
H (-0.793, 0.986, -0.081)
H (0.986, -1.058, -1.615)
H (1.397, 0.662, -1.685)
H (-1.520, -1.286, -1.166)
H (-0.531, -2.031, 0.106)

The expectation value of S² is 0.783. As for the net charge: -3. As for the spin multiplicity: 2. The HOMO-LUMO gap (spin up / spin down) is 0.1362 / 0.1336 hartree.

=====

Record 9
Here is a molecular structure, C4H7NO2S from the OMol25 dataset. Energies are from wB97M-V/def2-TZVPD.

Atoms and positions in Å:
C (0.474, 2.821, 0.366)
C (0.961, 1.449, -0.380)
C (0.105, -0.342, -1.838)
C (-0.675, -1.222, -0.737)
H (-0.160, 3.241, -0.428)
H (0.143, 2.776, 1.605)
H (1.695, 3.457, 0.049)
H (-0.517, -0.406, -2.888)
H (1.342, -0.508, -1.861)
H (-0.768, -2.424, -0.678)
H (-0.707, -1.189, 2.804)
N (-0.793, -0.752, 0.490)
O (2.096, 0.967, -0.448)
O (-0.066, 1.037, -1.179)
S (-1.056, -1.997, 1.657)

As for the net charge: 0. The HOMO-LUMO gap is 0.3513 hartree.

=====

Record 10
Here is a molecular structure, C4H7NO2S from the OMol25 dataset. Energies are from wB97M-V/def2-TZVPD.

Atoms and positions in Å:
C (0.139, 1.755, -0.411)
C (-0.593, 0.792, -0.411)
C (0.795, 2.974, -0.111)
C (-0.839, -2.161, 1.123)
N (1.186, -1.198, -0.457)
O (-0.882, -2.490, -1.480)
O (-1.225, -0.299, -0.598)
S (-0.304, -1.580, -0.483)
H (0.038, 3.842, -0.186)
H (1.403, 3.153, 0.805)
H (1.456, 3.174, -0.919)
H (-1.802, -2.648, 1.006)
H (-0.166, -2.843, 1.698)
H (-0.973, -1.142, 1.649)
H (1.767, -1.329, -1.226)

As for the net charge: 0. The HOMO-LUMO gap is 0.3735 hartree.

=====

Record 11
Here is C4H7NO2S in the gas phase from the OMol25 dataset. Energies are from wB97M-V/def2-TZVPD.

Atoms and positions in Å:
C (1.142, 1.934, -0.034)
C (0.726, 0.456, -0.051)
N (1.743, -0.339, -0.032)
O (1.408, -1.679, -0.059)
C (-0.705, 0.145, 0.022)
S (-1.846, 1.325, -0.053)
C (-1.232, -1.231, 0.012)
O (-2.595, -1.403, -0.087)
H (2.251, 2.029, 0.249)
H (0.603, 2.464, 0.747)
H (0.937, 2.431, -0.984)
H (2.316, -2.062, -0.023)
H (-0.903, -1.690, 0.935)
H (-0.727, -1.757, -0.849)
H (-3.117, -0.622, 0.207)

As for the net charge: 0. The HOMO-LUMO gap is 0.2967 hartree.

=====

Record 12
Here is 2 unconnected molecules or ions with the total composition C4H7NO3 from the OMol25 dataset. Energies are from wB97M-V/def2-TZVPD.

Atoms and positions in Å:
H (-2.440, -2.345, -2.028)
N (-2.030, -2.017, -1.157)
C (-0.755, -1.807, -1.231)
C (-0.119, -0.884, -0.268)
C (1.132, -0.225, -0.753)
O (2.328, -0.918, -0.767)
C (1.141, 1.056, -1.101)
O (1.154, 2.194, -1.359)
H (-0.247, -1.940, -2.197)
H (-1.028, -0.113, 0.178)
H (0.077, -1.423, 0.673)
H (2.394, -1.444, -1.573)
O (-2.948, 0.183, 0.491)
H (-3.081, -0.744, -0.170)
H (-3.057, -0.126, 1.394)

As for the net charge: 0. The HOMO-LUMO gap is 0.3403 hartree.

=====

Record 13
Here is C4H7NO3 in the gas phase from the OMol25 dataset. Energies are from wB97M-V/def2-TZVPD.

Atoms and positions in Å:
C (1.099, 0.474, 2.341)
C (0.155, 0.484, 1.058)
O (-0.855, 1.184, 0.766)
O (0.561, -0.551, 0.231)
C (-0.288, -0.179, -0.900)
C (0.114, 0.391, -2.138)
N (-1.328, -0.952, -1.124)
O (-1.728, -1.803, 0.039)
H (0.842, 1.312, 3.107)
H (1.014, -0.606, 2.611)
H (2.146, 0.474, 1.976)
H (0.999, -0.204, -2.799)
H (-0.871, 0.350, -2.779)
H (0.796, 1.465, -2.176)
H (-2.656, -1.838, -0.214)

As for the net charge: 0. The HOMO-LUMO gap is 0.3764 hartree.

=====

Record 14
Here is C4H7NO3 in the gas phase from the OMol25 dataset. Energies are from wB97M-V/def2-TZVPD.

Atoms and positions in Å:
N (1.696, 0.609, -0.706)
C (0.425, 0.164, -0.245)
C (0.283, -1.312, -0.155)
O (1.197, -2.082, -0.370)
O (-1.001, -1.754, -0.069)
C (-0.152, 0.663, 1.106)
C (-0.759, 1.100, -0.253)
O (-2.020, 0.727, -0.624)
H (2.348, -0.173, -0.743)
H (2.070, 1.405, -0.199)
H (-1.004, -2.717, -0.195)
H (0.462, 1.367, 1.648)
H (-0.820, 0.086, 1.729)
H (-0.534, 2.096, -0.615)
H (-2.190, -0.178, -0.311)

As for the net charge: 0. The HOMO-LUMO gap is 0.3559 hartree.

=====

Record 15
Here is C4H7NO3 in the gas phase from the OMol25 dataset. Energies are from wB97M-V/def2-TZVPD.

Atoms and positions in Å:
C (0.205, 0.192, -0.022)
C (-1.180, -0.216, 0.484)
C (0.510, -0.710, -1.226)
C (0.447, 1.184, -1.235)
H (2.009, 0.893, 0.962)
H (0.539, 0.420, 1.999)
H (-1.539, 0.841, 0.964)
H (-1.642, -0.225, -0.530)
H (-1.860, -1.141, 2.061)
H (1.496, -1.180, -0.899)
H (-0.217, -1.626, -1.425)
N (1.159, 0.116, 1.019)
O (-1.117, -1.253, 1.450)
O (0.639, 0.330, -2.220)
O (0.550, 2.376, -1.381)

As for the net charge: 0. The HOMO-LUMO gap is 0.3662 hartree.

=====

Record 16
Here is C4H7NO3 in the gas phase from the OMol25 dataset. Energies are from wB97M-V/def2-TZVPD.

Atoms and positions in Å:
C (1.430, -0.552, 0.974)
C (-0.091, -0.436, 1.024)
N (-0.745, -1.681, 0.672)
O (-0.551, 0.683, 0.251)
C (-0.414, 0.633, -1.090)
O (-0.071, -0.312, -1.773)
C (-0.737, 2.013, -1.646)
O (-0.892, 2.220, -2.839)
H (1.789, -0.817, -0.026)
H (1.891, 0.408, 1.229)
H (1.793, -1.309, 1.676)
H (-0.367, -0.206, 2.059)
H (-1.752, -1.540, 0.667)
H (-0.492, -1.911, -0.294)
H (-0.792, 2.806, -0.884)

As for the net charge: 0. The HOMO-LUMO gap is 0.3514 hartree.

=====

Record 17
Here is a molecular structure, C4H7NO3 from the OMol25 dataset. Energies are from wB97M-V/def2-TZVPD.

Atoms and positions in Å:
C (-0.930, -1.644, 0.140)
C (-1.038, 0.888, 0.989)
C (0.692, 0.708, -0.501)
N (1.766, -0.082, -0.272)
C (0.111, 1.494, 0.580)
O (-0.888, -0.299, -0.285)
O (0.670, 1.122, -1.793)
O (-1.933, 0.776, 1.751)
H (-0.143, 1.627, -1.924)
H (2.174, -0.589, -1.043)
H (1.885, -0.444, 0.657)
H (0.482, 2.442, 0.934)
H (-1.719, -1.753, 0.889)
H (0.023, -1.952, 0.590)
H (-1.151, -2.294, -0.711)

As for the net charge: 0. The HOMO-LUMO gap is 0.3349 hartree.

=====

Record 18
Here is a molecular structure, C4H7NO3 from the OMol25 dataset. Energies are from wB97M-V/def2-TZVPD.

Atoms and positions in Å:
C (2.408, -0.033, 0.700)
C (1.904, 0.001, -0.644)
C (-0.551, 0.292, -0.158)
C (-1.913, -0.371, 0.233)
H (2.260, 1.355, 0.975)
H (1.451, -0.807, 1.538)
H (3.607, -0.636, 0.720)
H (2.117, 0.964, -1.289)
H (2.247, -0.933, -1.201)
H (-1.738, -1.561, 0.730)
H (-4.927, 0.446, -0.680)
N (-2.961, 0.557, -0.191)
O (0.475, -0.421, -0.817)
O (-0.417, 1.483, 0.027)
O (-3.962, -0.336, 0.057)

As for the net charge: 0. The HOMO-LUMO gap is 0.3167 hartree.

=====

Record 19
Here is 2 unconnected molecules or ions with the total composition C4H7NO4 from the OMol25 dataset. Energies are from wB97M-V/def2-TZVPD.

Atoms and positions in Å:
C (-0.031, -0.890, 0.380)
C (-0.930, -1.594, -0.562)
C (-1.028, 1.634, 0.620)
C (1.046, 0.084, 0.079)
N (1.394, 0.640, -1.147)
O (-0.151, -1.201, 1.552)
O (2.534, 0.937, -1.396)
O (0.568, 0.570, -2.036)
O (1.879, 0.233, 1.133)
H (-1.013, -0.896, -1.522)
H (-1.752, -1.994, -0.021)
H (-0.420, -2.368, -1.092)
H (-0.976, 2.541, 1.222)
H (-1.287, 0.813, 1.255)
H (-1.326, 1.810, -0.393)
H (1.492, -0.319, 1.928)

As for the net charge: 0. The HOMO-LUMO gap (spin up / spin down) is 0.2816 / 0.3153 hartree.

=====

Record 20
Here is 2 unconnected molecules or ions with the total composition C4H7NO4P from the OMol25 dataset. Energies are from wB97M-V/def2-TZVPD.

Atoms and positions in Å:
C (-1.513, 0.000, 1.868)
C (1.486, 1.065, -1.787)
C (-0.019, 0.225, 1.720)
C (0.206, 0.480, -1.198)
N (0.630, -0.460, 0.629)
O (-2.129, 0.598, 2.740)
O (2.274, 1.610, -1.015)
O (-1.904, -0.954, 1.052)
O (1.421, 0.805, -3.043)
P (-0.349, -0.787, -2.322)
H (0.409, -0.020, 2.712)
H (0.288, 1.254, 1.746)
H (-0.637, 1.059, -0.840)
H (1.554, -0.467, 0.686)
H (-1.122, -1.108, 0.411)
H (-1.220, -1.533, -1.280)
H (0.625, -1.768, -2.079)

As for the net charge: -1. The HOMO-LUMO gap is 0.3261 hartree.

=====

What did we get for M? Answer: 101.10 101.10 101.10 101.10 101.10 101.10 101.10 133.17 133.17 133.17 133.17 117.10 117.10 117.10 117.10 117.10 117.10 117.10 133.10 164.08 g/mol, in the order shown.
What did we get for relative energy (zero: lowest compared OMol25 entry of this formula, charge and spin)? Answer: 5.313 3.729 2.625 1.406 2.048 6.533 2.631 0.343 5.850 5.874 3.572 4.409 5.539 2.167 4.597 1.657 3.114 12.219 8.170 4.702 eV, in the order shown.